Here is one molecule with the formula C4H6N2O7 from the Open Molecules 2025 dataset. Energies are from ωB97M-V with the def2-TZVPD basis set.

Last columns: bonded neighbours and bond lengths (Å).
Positions of all 19 atoms, in Å:
1 C 0.654 0.863 1.182  C4 1.552, O11 1.387, H14 1.084, H15 1.096
2 C -1.006 -0.329 -0.765  C3 1.567, O12 1.334, H16 1.007
3 C -1.454 0.844 0.174  C2 1.567, O11 1.391, O13 1.397, H17 1.127
4 C 0.910 -0.331 0.225  C1 1.552, N5 1.416, N6 1.408
5 N 0.765 -1.633 0.761  C4 1.416, O7 1.202, O8 1.236
6 N 1.766 -0.181 -0.882  C4 1.408, O9 1.186, O10 1.235
7 O 0.569 -2.547 0.005  N5 1.202
8 O 0.802 -1.775 1.988  N5 1.236
9 O 2.179 -1.107 -1.498  N6 1.186
10 O 1.952 0.984 -1.246  N6 1.235
11 O -0.712 1.054 1.332  C1 1.387, C3 1.391
12 O -1.712 -1.440 -0.551  C2 1.334, H18 0.976
13 O -1.576 2.055 -0.512  C3 1.397, H19 0.926
14 H 1.113 0.814 2.163  C1 1.084
15 H 1.147 1.721 0.712  C1 1.096
16 H -0.579 -0.065 -1.637  C2 1.007
17 H -2.518 0.696 0.513  C3 1.127
18 H -1.610 -1.947 -1.380  O12 0.976
19 H -0.692 2.324 -0.583  O13 0.926

For the energy relative to the best compared isomer or geometry (same formula, charge and spin), the calculation gives 29.0 kcal per mole. The frontier orbital gap comes out at 0.3403 Ha. For the HOMO energy, the calculation gives -10.4 eV. The maximum force is 6.4 eV/Å. Its total energy is -21549.1345 eV.

Atom-resolved charges from Mulliken, all expressed in e: C -0.6234; C -0.3447; C -0.0243; C 0.0860; N 1.0557; N 0.9723; O -0.5556; O -0.6458; O -0.5709; O -0.6227; O -0.4007; O -0.4016; O -0.5286; H 0.3595; H 0.3825; H 0.6794; H 0.3991; H 0.3915; H 0.3923